No. 1
The following is a quantum chemistry calculation of one molecule with the formula C3H7N3O, from the Open Molecules 2025 dataset.

The calculation puts the molar mass at 101.11 g/mol. The orbital gap is 10.22 eV. As for the total energy: -9739.4496 eV. The LUMO energy is 0.9 eV. As for the highest occupied orbital energy: -9.33 eV. Its SMILES is Cn1[nH]c(=O)n1C.

Last column: natural (NBO) charge in e.
Atoms and positions in Å:
C 0.07996 0.96069 1.18094  0.779
C -1.74914 -0.27585 0.16096  -0.414
C 1.17597 -0.94905 -0.83568  -0.427
N 1.21113 1.22617 0.19613  -0.547
N -0.40838 0.07538 0.35657  -0.320
N 0.51380 0.34991 -0.70152  -0.111
O -0.11761 1.43698 2.26848  -0.584
H -2.10346 0.09292 -0.86582  0.218
H -1.75852 -1.41688 0.26318  0.199
H -2.28932 0.13550 0.91612  0.226
H 0.41755 -1.63231 -1.07293  0.197
H 1.91220 -0.93320 -1.72028  0.201
H 1.74617 -1.18926 0.07259  0.201
H 1.36966 2.11900 -0.21874  0.382

Force components x, y, z for each atom (eV/Å):
C 3.407 3.550 1.077
C 0.439 -3.218 -3.177
C 3.016 1.237 -1.619
N -0.209 -1.198 1.605
N -0.705 -0.216 -0.818
N -0.588 -0.980 -0.325
O -0.560 -0.613 -0.820
H 0.400 -0.673 1.489
H -0.832 1.428 -0.536
H -1.828 1.161 2.149
H -0.914 -1.218 -0.204
H -1.057 0.080 1.274
H -0.336 -0.120 -0.133
H -0.232 0.779 0.039

---

No. 2
The following is a quantum chemistry calculation of C3H7N3O as an isolated structure, from the Open Molecules 2025 dataset.

The calculation puts the molar mass at 101.11 g/mol. The orbital gap is 9.80 eV. As for the total energy: -9738.7143 eV. The LUMO energy is 1.0 eV. As for the highest occupied orbital energy: -8.84 eV.

Last column: natural (NBO) charge in e.
Atoms and positions in Å:
C 1.64555 0.75655 0.33753  -0.435
N 0.48695 0.07368 0.87066  -0.472
C -0.25732 -1.76721 -1.19317  0.327
O -0.33903 -0.47566 -1.66324  -0.536
N -1.29452 -1.60502 -0.33708  -0.667
C -1.28741 -0.19712 -0.60475  0.368
N -0.79072 0.59216 0.46166  -0.477
H 1.67200 0.59535 -0.73545  0.219
H 2.56924 0.35641 0.76343  0.213
H 1.61888 1.83469 0.53268  0.160
H 0.49101 0.12443 1.87912  0.355
H -1.55743 -2.08696 0.50918  0.412
H -2.20906 0.22479 -1.00326  0.181
H -0.74814 1.57391 0.18268  0.352

Force components x, y, z for each atom (eV/Å):
C 0.004 0.355 -0.406
N -0.496 0.172 0.734
C 0.103 -0.977 -0.458
O 0.009 -0.338 0.491
N 0.106 0.287 -0.189
C -0.702 0.616 0.026
N 0.777 -0.124 -0.186
H 0.107 0.043 -0.104
H -0.262 -0.095 0.081
H 0.081 0.135 -0.013
H -0.007 -0.049 0.047
H 0.281 -0.047 -0.216
H -0.052 0.163 0.061
H 0.049 -0.142 0.133

---

No. 3
The following is a quantum chemistry calculation of one molecule with the formula C3H7N3O, from the Open Molecules 2025 dataset.

The calculation puts the molar mass at 101.11 g/mol. The orbital gap is 8.59 eV. As for the total energy: -9738.9107 eV. The LUMO energy is 0.5 eV. As for the highest occupied orbital energy: -8.07 eV. Its SMILES is C=C(/N=N/N)OC.

Last column: natural (NBO) charge in e.
Atoms and positions in Å:
C -1.25678 0.53653 1.72867  -0.244
C -0.29490 -0.48794 -0.27928  0.432
N 2.62262 0.70469 -1.35304  -0.556
C -1.24182 -1.39916 -0.50390  -0.531
O -0.12141 0.29644 0.94235  -0.532
N 0.61208 -0.10932 -1.20766  -0.376
N 1.45151 0.78413 -0.78151  0.078
H 3.31865 1.36966 -1.06447  0.390
H 2.81097 0.02152 -2.08320  0.376
H -2.10581 0.89859 1.13789  0.172
H -1.55048 -0.38009 2.25313  0.166
H -0.98230 1.29482 2.46347  0.193
H -2.11584 -1.49574 0.11298  0.211
H -1.14650 -2.03414 -1.36542  0.222

Force components x, y, z for each atom (eV/Å):
C -0.323 -0.476 0.124
C -1.264 2.486 2.734
N -0.076 0.275 -0.803
C 0.101 0.178 0.124
O -0.567 -1.162 -2.059
N 3.490 0.559 -0.260
N -0.904 -1.946 -0.020
H -0.207 0.106 -0.110
H -0.174 0.079 0.172
H 0.082 -0.013 0.006
H -0.164 0.097 0.077
H 0.015 -0.081 -0.067
H 0.140 -0.287 0.447
H -0.148 0.186 -0.365

---

No. 4
The following is a quantum chemistry calculation of one molecule with the formula C3H7N3O, from the Open Molecules 2025 dataset.

The calculation puts the molar mass at 101.11 g/mol. The orbital gap is 10.51 eV. As for the total energy: -9742.7025 eV. The LUMO energy is 0.8 eV. As for the highest occupied orbital energy: -9.73 eV. Its SMILES is [H]/N=C/NC(=O)NC.

Last column: natural (NBO) charge in e.
Atoms and positions in Å:
C -2.33249 0.20793 0.81692  -0.411
N -1.09143 -0.52982 0.66672  -0.637
C -0.33797 -0.35832 -0.47230  0.791
O -0.79875 -0.30359 -1.59633  -0.626
N 1.02123 -0.22163 -0.20067  -0.652
C 1.94702 0.06963 -1.18900  0.281
N 3.08353 0.52944 -0.86087  -0.684
H -2.49419 0.79460 -0.08981  0.227
H -2.25072 0.89828 1.66560  0.191
H -3.19087 -0.45069 0.96843  0.198
H -0.59411 -0.75791 1.51366  0.383
H 1.29536 0.08539 0.72316  0.403
H 1.57207 -0.13663 -2.19347  0.188
H 3.65310 0.68242 -1.68880  0.347

Force components x, y, z for each atom (eV/Å):
C -0.231 0.062 -0.001
N 0.165 -0.007 0.001
C -0.067 0.101 -0.132
O 0.133 0.119 0.427
N 0.097 0.024 0.022
C 0.124 -0.016 0.008
N -0.229 -0.135 -0.230
H -0.053 -0.143 0.107
H -0.103 -0.128 -0.143
H 0.073 0.067 -0.023
H 0.002 0.156 -0.108
H 0.007 -0.136 -0.081
H 0.110 0.044 0.092
H -0.028 -0.008 0.060